DFT (ωB97M-V/def2-TZVPD) results for an isolated ion of composition C4H3OS2 and charge -1.

Summary:
Gap between HOMO and LUMO ... 5.72 eV
Molecular weight ... 131.20 g/mol
Electronic energy ... -27915.2029 eV
Charge ... -1
ΔE to the lowest compared entry with this formula, charge and spin ... 0.000 eV
Structure (SMILES) ... Oc1sccc1[S-]

CARTESIAN COORDINATES (ANGSTROEM)
1 O 1.07275 2.02270 -0.16705
2 C 0.22351 1.03622 0.11807
3 S -1.45557 1.14861 0.04259
4 C -1.64194 -0.56072 -0.00880
5 C -0.40323 -1.20455 -0.03525
6 C 0.66980 -0.31255 0.07075
7 S 2.35239 -0.68349 0.01651
8 H 1.91902 1.55245 -0.10197
9 H -2.61649 -0.80140 0.24571
10 H -0.12024 -2.19726 -0.18057